[1]
Formula: C5H12O
Source: the Open Molecules 2025 dataset
Level of theory: the ωB97M-V functional and the def2-TZVPD basis

- HOMO level (eV) = -8.266
- Kohn-Sham gap (eV) = 8.9

Structure (XYZ):
```
18
Properties=species:S:1:pos:R:3:forces:R:3
O 1.40551 -1.27512 0.07659 0.212 -0.219 0.051
C -1.00965 0.01082 0.62409 0.029 0.127 -0.003
C -1.86898 -1.26253 0.47988 -0.094 -0.183 -0.032
C 1.14446 2.11548 0.11800 0.172 0.096 0.154
C -0.42732 0.17364 -0.73789 0.095 -0.278 0.133
C 0.72371 -0.69520 -1.02525 -0.329 0.192 -0.266
H -2.51358 -1.20533 -0.40370 0.073 -0.029 0.142
H -0.29363 -0.14500 1.44225 -0.037 0.004 -0.191
H 0.65490 2.72997 0.87555 0.128 -0.020 -0.066
H 1.83363 2.70988 -0.48387 0.002 0.004 0.141
H 0.19324 -1.46159 -1.62727 0.085 -0.042 0.012
H -1.66205 0.85558 0.87404 0.105 -0.140 -0.091
H 1.67085 1.28160 0.59123 -0.108 0.195 -0.109
H 1.42401 -0.20548 -1.71870 -0.200 -0.055 0.125
H 2.08944 -1.86177 -0.26952 -0.085 0.095 0.133
H 0.36327 1.75812 -0.57132 0.007 0.159 -0.051
H -2.50278 -1.38073 1.36143 0.072 0.012 -0.091
H -1.22505 -2.14232 0.39446 -0.127 0.081 0.009
```
Forces are in eV/Å.

[2]
Formula: C5H12O
Source: the Open Molecules 2025 dataset
Level of theory: the ωB97M-V functional and the def2-TZVPD basis

- HOMO level (eV) = -9.491
- structure (SMILES) = C=CC.C=O.C
- Kohn-Sham gap (eV) = 10.2

Structure (XYZ):
```
18
Properties=species:S:1:pos:R:3:forces:R:3
O -1.07830 1.44829 1.10223 -0.330 -0.700 0.282
C -0.65173 -1.61618 0.66051 0.996 -1.355 -0.295
C 1.65787 -0.93900 0.33239 1.034 0.730 -0.284
C 0.26884 -1.13881 -0.18113 -0.005 -1.522 0.666
C -1.77363 0.47143 0.93373 -1.230 1.676 0.325
C 0.25884 1.92038 -1.29568 1.371 -1.171 -0.929
H 2.15491 -0.07251 -0.07945 0.039 0.456 -0.276
H 0.05447 -1.16702 -1.25802 0.353 0.164 0.446
H -1.43752 -2.26929 0.30179 -0.632 0.681 0.008
H 0.98576 2.42969 -1.91801 0.000 0.570 -0.251
H -0.66579 1.82230 -1.88578 -0.009 0.530 0.812
H -2.24754 -0.02839 1.79878 0.319 -0.351 -0.044
H 0.27721 2.35559 -0.28509 -0.542 -0.398 -0.820
H -0.37386 -1.72545 1.70383 -0.174 0.065 0.025
H 2.30945 -1.76275 0.01588 -0.327 -0.160 -0.038
H -2.25268 0.22506 -0.03618 0.415 0.051 0.023
H 1.81488 -0.84136 1.41571 -0.743 -0.202 -0.198
H 0.69881 0.88803 -1.32553 -0.532 0.936 0.549
```
Forces are in eV/Å.

[3]
Formula: C5H12O
Source: the Open Molecules 2025 dataset
Level of theory: the ωB97M-V functional and the def2-TZVPD basis

- HOMO level (eV) = -9.665
- structure (SMILES) = CC(C)=O.[H][H].C=C
- Kohn-Sham gap (eV) = 10.6

Structure (XYZ):
```
18
Properties=species:S:1:pos:R:3:forces:R:3
O -1.47858 -0.57821 -0.90669 0.463 -0.149 -0.007
C 0.63531 -0.48261 -2.00286 -0.020 0.058 -0.046
C 0.28543 -1.72431 0.22694 -0.047 -0.002 0.084
C 0.96937 1.79185 0.73988 -0.141 0.014 0.101
C -0.18180 1.72132 1.39854 0.165 0.029 -0.090
C -0.30500 -0.88531 -0.88699 -0.194 0.032 -0.069
H -2.68644 -0.05762 1.02148 -0.058 0.033 0.091
H -0.37520 -1.70681 1.09624 0.077 -0.008 -0.139
H 1.88738 1.37441 1.14811 -0.124 0.073 -0.043
H 1.03781 2.27177 -0.23382 -0.015 -0.053 0.148
H 0.11429 0.17000 -2.70572 0.073 -0.099 0.089
H 1.51451 0.03050 -1.59742 -0.134 -0.091 -0.033
H 1.28292 -1.37137 0.50751 -0.152 -0.035 -0.069
H -1.10086 2.13269 0.98968 0.152 -0.072 0.042
H -0.25505 1.24188 2.37206 0.027 0.064 -0.147
H -2.98396 0.20826 1.65206 -0.007 -0.036 -0.026
H 0.38573 -2.76098 -0.11873 -0.015 0.151 0.005
H 0.99396 -1.37433 -2.53126 -0.051 0.093 0.107
```
Forces are in eV/Å.

[4]
Formula: C5H12O
Source: the Open Molecules 2025 dataset
Level of theory: the ωB97M-V functional and the def2-TZVPD basis

- HOMO level (eV) = -9.699
- structure (SMILES) = CC(C)(C)CO
- Kohn-Sham gap (eV) = 10.5

Structure (XYZ):
```
18
Properties=species:S:1:pos:R:3:forces:R:3
O 2.16947 0.78179 0.56941 -0.283 0.246 -0.201
C 1.39702 0.00894 -0.32995 -2.229 -0.380 0.417
C -0.80781 -1.12947 -0.98210 0.190 -0.008 0.115
C -0.23879 -0.54222 1.42703 -0.155 -0.129 0.360
C -0.17772 -0.10677 -0.01056 0.459 -0.034 0.334
C -0.89777 1.25054 -0.20470 0.220 -0.036 0.084
H -1.24697 -0.49584 1.83932 -0.034 -0.104 0.112
H 0.15155 -1.56295 1.50476 -0.115 0.071 0.178
H 1.85144 -0.99395 -0.32536 -0.335 0.355 -0.490
H -1.86724 -1.30761 -0.74300 0.293 0.130 0.062
H 2.37602 1.65728 0.22509 -0.216 -0.208 -0.133
H -0.92319 1.58594 -1.25422 0.169 -0.205 0.225
H -0.77728 -0.79782 -2.03234 0.109 0.036 0.308
H -0.29291 -2.09542 -0.92739 -0.054 0.090 0.026
H 0.42441 0.12259 1.99067 -0.250 -0.181 0.174
H -0.41588 2.03575 0.38810 -0.041 -0.068 -0.029
H 1.10822 0.43180 -1.26586 1.944 0.542 -1.508
H -1.94696 1.19230 0.12510 0.330 -0.117 -0.034
```
Forces are in eV/Å.

[5]
Formula: C5H12O2
Source: the Open Molecules 2025 dataset
Level of theory: the ωB97M-V functional and the def2-TZVPD basis

- HOMO level (spin up / spin down) (eV) = -7.558 / -7.408
- Kohn-Sham gap (spin up / spin down) (eV) = 8.1 / 8.0

Structure (XYZ):
```
19
Properties=species:S:1:pos:R:3:forces:R:3
O 1.33477 0.50256 -0.96796 -0.539 0.064 -0.011
O -0.95212 2.32808 0.88659 0.248 0.031 0.030
C 2.62881 0.36976 -1.06614 0.642 0.229 -0.155
C -1.48089 1.02163 0.91498 -0.181 -0.295 0.033
C -0.93016 0.14057 -0.21520 0.045 0.012 -0.030
C 0.54784 -0.03727 -0.07680 0.055 -0.024 0.109
C -1.64035 -1.21807 -0.22840 -0.043 -0.098 -0.009
H 2.10967 -1.73798 -1.30504 -0.126 -0.139 0.022
H 0.01020 2.24118 0.84748 -0.115 0.109 0.013
H 1.45624 -1.98665 -0.99966 0.112 -0.008 -0.057
H -1.29464 -1.82378 -1.07301 -0.081 0.110 0.159
H -2.72576 -1.09197 -0.30914 0.138 -0.027 0.022
H -1.42938 -1.77609 0.69317 -0.046 0.095 -0.148
H -1.11638 0.66382 -1.16128 0.062 -0.071 0.101
H -1.28633 0.52682 1.88386 -0.030 0.117 -0.155
H 3.19155 -0.00752 -0.21831 -0.094 0.047 -0.118
H 3.06909 0.94766 -1.87249 -0.090 -0.192 0.272
H -2.56533 1.12629 0.81091 0.119 -0.024 0.006
H 1.01501 -0.52338 0.77856 -0.077 0.065 -0.086
```
Forces are in eV/Å.

[6]
Formula: C5H12O2
Source: the Open Molecules 2025 dataset
Level of theory: the ωB97M-V functional and the def2-TZVPD basis

- HOMO level (eV) = -8.477
- structure (SMILES) = C=C/C=C/C.O.O
- Kohn-Sham gap (eV) = 9.0

Structure (XYZ):
```
19
Properties=species:S:1:pos:R:3:forces:R:3
O 0.91974 -0.85786 1.50757 0.165 -0.485 0.330
O -1.31883 0.41669 1.89293 -0.071 -0.224 -0.197
C -0.58950 -1.51235 -0.88635 -0.840 0.799 -0.698
C -1.90326 -1.30476 -0.99574 0.127 -0.285 0.952
C 0.37186 -0.42190 -1.14511 0.668 0.035 -1.182
C 1.29333 1.91102 -0.74273 -0.858 0.420 0.760
C 0.23147 0.86386 -0.81421 -0.575 -0.792 -0.037
H -2.60291 -2.06656 -0.64478 0.066 0.196 -0.450
H -0.72007 1.09941 -0.35434 0.076 0.306 0.324
H -1.33233 0.74198 2.79578 0.177 -0.161 0.019
H -0.56254 -0.21586 1.78841 -0.699 0.774 0.387
H -0.21007 -2.50090 -0.65072 0.103 0.126 0.065
H 1.33936 2.09594 0.35176 0.611 -0.040 -0.377
H 1.23031 -0.70915 -1.76025 0.303 -0.035 0.561
H 1.51946 -0.27532 1.03636 0.159 -0.082 -0.040
H 2.25193 1.59377 -1.14615 0.018 0.169 -0.030
H 0.96105 2.89869 -1.09933 0.243 -0.422 -0.393
H 1.40744 -1.44763 2.08138 0.343 0.000 0.116
H -2.28645 -0.30908 -1.21446 -0.016 -0.298 -0.109
```
Forces are in eV/Å.

[7]
Formula: C5H12O2
Source: the Open Molecules 2025 dataset
Level of theory: the ωB97M-V functional and the def2-TZVPD basis

- HOMO level (eV) = -10.035
- structure (SMILES) = CC[C@@H](O)[C@@H](C)O
- Kohn-Sham gap (eV) = 10.9

Structure (XYZ):
```
19
Properties=species:S:1:pos:R:3:forces:R:3
O -0.51235 1.39312 1.30713 0.144 -0.064 0.252
O -0.75647 0.52255 -1.23122 -0.198 -0.075 -0.045
C 0.66137 0.87106 0.67164 0.057 0.032 -0.090
C 1.54041 1.93677 0.01526 -0.068 -0.031 0.019
C -1.09088 -2.34328 -0.64386 -0.031 -0.057 -0.067
C -0.56150 -1.32771 0.36163 -0.043 0.058 -0.001
C 0.12283 -0.14316 -0.33492 0.271 -0.281 0.161
H 0.13278 -1.82097 1.05991 -0.021 0.228 -0.208
H -1.49602 0.88120 -0.70798 0.468 -0.219 -0.083
H 0.96992 -0.52123 -0.93085 -0.304 0.128 -0.036
H 1.25369 0.34930 1.43566 -0.126 0.026 -0.056
H -1.37993 -0.93480 0.97881 0.084 -0.042 -0.112
H -1.74737 -1.85216 -1.36791 0.063 -0.114 0.091
H -0.54708 2.33994 1.20500 0.116 0.436 -0.031
H 1.85623 2.70185 0.73494 -0.121 -0.138 -0.058
H 1.02206 2.41848 -0.82109 0.004 -0.082 0.155
H -1.65304 -3.13905 -0.14580 0.068 0.089 -0.078
H -0.26889 -2.80776 -1.20214 -0.119 0.062 0.077
H 2.45423 1.47586 -0.38420 -0.243 0.043 0.110
```
Forces are in eV/Å.

[8]
Formula: C5H12O2
Source: the Open Molecules 2025 dataset
Level of theory: the ωB97M-V functional and the def2-TZVPD basis

- HOMO level (eV) = -9.209
- structure (SMILES) = C=CCC=C.O.O
- Kohn-Sham gap (eV) = 9.5

Structure (XYZ):
```
19
Properties=species:S:1:pos:R:3:forces:R:3
O -2.91162 -4.61149 -3.44153 2.213 1.553 0.461
O 3.26396 -3.67309 -5.44860 -2.760 -0.474 0.305
C -0.30189 1.31067 2.40371 0.448 -3.148 -1.307
C -1.78425 2.37921 0.60408 1.018 -2.078 0.488
C 1.06254 1.78168 2.19516 4.771 0.349 2.509
C -1.25066 2.23856 1.82549 -3.477 3.803 0.673
C 2.01069 1.76889 3.20750 -1.730 0.926 -1.677
H -0.40137 0.89460 3.43127 -0.479 0.958 -0.532
H 2.42304 -4.04541 -5.86036 1.826 0.498 0.216
H -1.69497 3.01716 2.48987 0.926 -0.383 0.038
H 2.94701 2.42035 3.25091 -1.189 -1.702 -0.355
H -2.11218 -4.16788 -2.99888 -1.794 -1.184 -0.544
H -1.57201 1.52778 -0.03853 -0.016 0.366 -0.744
H 1.56861 1.99161 1.27357 -1.059 0.865 -1.024
H -0.41261 0.42609 1.75124 0.083 -0.269 0.139
H 2.84173 -3.39242 -4.60420 0.940 -0.027 -0.523
H -2.84646 -4.16524 -4.30178 -0.424 -0.366 0.084
H 1.64021 1.15017 3.99973 0.492 0.436 1.392
H -2.46979 3.14876 0.26133 0.213 -0.121 0.399
```
Forces are in eV/Å.

[9]
Formula: C5H12O2
Source: the Open Molecules 2025 dataset
Level of theory: the ωB97M-V functional and the def2-TZVPD basis

- HOMO level (eV) = -9.175
- Kohn-Sham gap (eV) = 10.0

Structure (XYZ):
```
19
Properties=species:S:1:pos:R:3:forces:R:3
O 0.44670 -0.94718 -0.50919 1.319 -0.301 1.094
O -1.99911 0.33254 0.78362 0.064 -0.693 -0.630
C 2.24271 0.00422 1.20987 0.110 0.090 0.115
C -1.26661 0.61616 -0.40423 0.431 -1.162 -0.940
C 0.80249 0.53035 1.25572 -0.041 0.209 0.147
C 0.20301 0.41309 -0.13674 0.584 -0.523 -0.111
C -1.30686 -0.68165 -1.83252 -1.203 1.317 0.338
H 2.26699 -1.04497 0.90181 -0.016 0.269 0.162
H 0.19160 -0.07536 1.93752 0.120 0.139 -0.061
H 2.73461 0.09507 2.18050 -0.026 0.066 -0.039
H 0.73783 1.05260 -0.85252 0.141 -0.275 0.102
H -2.88569 0.04063 0.55373 -0.077 0.091 -0.046
H -1.51496 1.68576 -0.67065 0.121 -1.276 -0.597
H -2.36121 -0.70813 -1.99208 -0.907 0.272 -0.844
H -0.19880 -1.44187 0.02616 0.479 0.025 -0.236
H -0.96510 -1.76149 -1.89566 -0.465 1.402 1.116
H -0.73496 -0.22913 -2.65383 -0.545 0.334 0.287
H 2.83135 0.56248 0.47066 -0.057 -0.030 0.159
H 0.77602 1.55688 1.62785 -0.030 0.045 -0.017
```
Forces are in eV/Å.

[10]
Formula: C5H12O2
Source: the Open Molecules 2025 dataset
Level of theory: the ωB97M-V functional and the def2-TZVPD basis

- HOMO level (eV) = -10.043
- structure (SMILES) = CC[C@@H](O)[C@@H](C)O
- Kohn-Sham gap (eV) = 10.9

Structure (XYZ):
```
19
Properties=species:S:1:pos:R:3:forces:R:3
O -0.94624 0.53752 1.04920 0.094 0.073 0.126
O 0.53044 1.84848 -0.81581 -0.123 0.111 0.092
C -0.27743 -0.24764 0.06344 0.052 -0.146 -0.105
C -1.37310 0.85412 -1.94684 -0.046 -0.001 0.003
C 0.94614 -1.45320 1.96110 -0.014 -0.037 0.065
C 1.04455 -0.80947 0.58020 0.057 0.054 -0.077
C -0.07139 0.61859 -1.19218 -0.050 -0.207 -0.149
H 1.87325 -1.97886 2.20954 -0.126 0.073 -0.025
H -1.76810 -0.08485 -2.35047 0.060 0.117 0.066
H -2.12890 1.27818 -1.27426 0.112 -0.050 -0.091
H -0.96426 -1.07339 -0.16784 0.096 0.112 0.007
H 0.77258 -0.70861 2.74564 0.006 -0.131 -0.106
H -0.26283 0.95754 1.58618 -0.133 -0.009 -0.016
H 1.40602 -1.54574 -0.14928 -0.069 0.118 0.082
H 0.12081 -2.17240 2.00657 0.121 0.075 -0.018
H 0.65753 0.13056 -1.84989 -0.094 0.012 0.080
H -1.21012 1.54866 -2.77621 -0.014 -0.100 0.117
H -0.13002 2.29446 -0.26680 0.141 0.046 -0.075
H 1.78107 0.00603 0.58770 -0.071 -0.111 0.025
```
Forces are in eV/Å.

ΔE to the lowest compared entry with this formula, charge and spin
In order: 4.124, 3.033, 2.019, 0.813, 5.002, 2.190, 0.591, 3.658, 3.532, 0.587
Unit: eV
Total energy
In order: -272.7971, -272.8372, -272.8744, -272.9188, -348.0210, -348.1243, -348.1831, -348.0704, -348.0750, -348.1832
Unit: Eh